## one
A molecular structure, C43H35N5O5P2PtSe2. Source: the OMol25 dataset; level of theory: ωB97M-V/def2-TZVPD.

Geometry as XYZ:
```
93
C43H35N5O5P2PtSe2 | the OMol25 dataset | ωB97M-V/def2-TZVPD
Pt 3.58 1.55 -0.39
C 3.02 4.00 -4.04
O 4.37 4.40 -4.24
C 5.37 3.96 -3.42
C 6.63 4.30 -3.85
C 7.79 3.95 -3.17
C 7.68 3.23 -2.01
C 6.40 2.88 -1.53
C 6.38 2.11 -0.32
N 5.36 1.63 0.30
N 5.61 0.92 1.48
C 4.52 0.32 1.87
O 3.37 0.43 1.27
C 4.57 -0.52 3.09
C 3.39 -1.08 3.57
C 3.41 -1.89 4.69
C 4.61 -2.13 5.35
C 5.79 -1.56 4.88
C 5.77 -0.75 3.75
C 5.20 3.25 -2.19
O 4.02 3.03 -1.67
H 2.49 4.36 -4.92
H 2.60 4.45 -3.15
H 2.93 2.92 -3.97
H 6.69 4.86 -4.78
H 8.76 4.25 -3.55
H 8.55 2.93 -1.44
H 7.33 1.86 0.15
H 2.46 -0.87 3.05
H 2.49 -2.33 5.05
H 4.63 -2.77 6.22
H 6.72 -1.74 5.39
H 6.68 -0.31 3.37
Se -3.68 2.74 1.19
P -3.51 0.97 0.08
C -3.95 1.07 -1.67
C -3.56 0.07 -2.56
C -3.91 0.15 -3.90
C -4.64 1.24 -4.35
C -5.02 2.25 -3.48
C -4.67 2.16 -2.13
C -4.56 -0.35 0.77
C -5.46 -1.05 -0.02
C -6.33 -1.96 0.56
C -6.30 -2.17 1.93
C -5.42 -1.46 2.72
C -4.56 -0.53 2.15
C -1.74 0.48 -0.06
C -0.80 -0.61 0.00
N 0.37 -0.16 -0.43
N 0.14 1.09 -0.77
N -1.09 1.52 -0.58
P -0.78 -2.35 0.61
Se 1.14 -3.08 0.93
C -1.79 -2.29 2.11
C -2.57 -3.38 2.47
C -3.17 -3.41 3.72
C -2.98 -2.36 4.61
C -2.19 -1.28 4.25
C -1.59 -1.24 3.00
C -1.72 -3.26 -0.65
C -1.04 -4.08 -1.54
C -1.74 -4.76 -2.53
C -3.12 -4.63 -2.62
C -3.80 -3.82 -1.72
C -3.10 -3.15 -0.74
H -2.98 -0.78 -2.21
H -3.61 -0.63 -4.58
H -4.91 1.31 -5.40
H -5.57 3.10 -3.84
H -4.95 2.95 -1.44
H -5.50 -0.89 -1.09
H -7.04 -2.50 -0.07
H -6.98 -2.89 2.38
H -5.41 -1.60 3.79
H -3.91 0.06 2.77
H -2.71 -4.21 1.79
H -3.78 -4.26 4.01
H -3.44 -2.39 5.59
H -2.03 -0.46 4.94
H -0.96 -0.40 2.73
H 0.04 -4.18 -1.45
H -1.21 -5.40 -3.22
H -3.66 -5.16 -3.39
H -4.88 -3.73 -1.78
H -3.63 -2.54 -0.02
C 0.35 3.90 -0.35
O 0.81 3.18 -1.53
C 1.11 1.91 -1.48
O 2.01 1.37 -2.09
H 0.65 4.92 -0.53
H 0.87 3.51 0.53
H -0.72 3.80 -0.25
```

Properties
HOMO-LUMO gap: 7.03 eV

Löwdin atomic charge list, values in e, 8 entries: Pt 1.23; C -0.07; O -0.07; C -0.20; C 0.00; C -0.09; C -0.06; C -0.14

***

## two
A molecular structure, C43H35N5O5P2PtSe2. Source: the OMol25 dataset; level of theory: ωB97M-V/def2-TZVPD.

Geometry as XYZ:
```
93
C43H35N5O5P2PtSe2 | the OMol25 dataset | ωB97M-V/def2-TZVPD
Pt 1.17 -0.92 0.05
C 5.47 -0.28 -0.68
O 5.90 -1.61 -0.43
C 5.03 -2.63 -0.20
C 5.60 -3.89 -0.23
C 4.87 -5.05 -0.02
C 3.53 -4.95 0.22
C 2.90 -3.70 0.27
C 1.48 -3.71 0.50
N 0.68 -2.71 0.54
N -0.67 -2.94 0.74
C -1.36 -1.87 0.49
O -0.83 -0.72 0.15
C -2.84 -1.92 0.61
C -3.58 -0.76 0.41
C -4.96 -0.79 0.50
C -5.61 -1.98 0.78
C -4.87 -3.14 0.98
C -3.49 -3.11 0.89
C 3.64 -2.49 0.08
O 3.12 -1.30 0.24
H 6.36 0.26 -0.99
H 5.05 0.18 0.21
H 4.72 -0.24 -1.48
H 6.67 -3.93 -0.43
H 5.37 -6.01 -0.05
H 2.92 -5.84 0.38
H 1.00 -4.67 0.64
H -3.06 0.16 0.18
H -5.53 0.11 0.33
H -6.69 -2.01 0.84
H -5.38 -4.07 1.21
H -2.90 -4.01 1.04
Se -0.56 5.43 3.27
P -0.80 5.66 1.20
C 0.48 6.60 0.33
C 0.60 6.52 -1.06
C 1.57 7.25 -1.71
C 2.43 8.07 -0.98
C 2.32 8.14 0.40
C 1.34 7.41 1.06
C -2.36 6.49 0.79
C -2.40 7.61 -0.02
C -3.59 8.30 -0.21
C -4.75 7.86 0.41
C -4.71 6.75 1.24
C -3.52 6.07 1.45
C -0.62 4.03 0.35
C -1.17 3.15 -0.65
N -0.31 2.16 -0.83
N 0.68 2.42 0.00
N 0.56 3.53 0.70
P -2.72 3.01 -1.62
Se -2.97 1.13 -2.48
C -4.02 3.42 -0.43
C -5.18 4.07 -0.83
C -6.24 4.18 0.05
C -6.16 3.64 1.32
C -5.01 2.98 1.73
C -3.94 2.87 0.85
C -2.61 4.37 -2.81
C -2.30 4.09 -4.13
C -2.16 5.13 -5.04
C -2.36 6.45 -4.64
C -2.69 6.73 -3.32
C -2.82 5.69 -2.41
H -0.07 5.88 -1.63
H 1.66 7.19 -2.79
H 3.19 8.64 -1.50
H 3.00 8.77 0.96
H 1.25 7.45 2.14
H -1.50 7.97 -0.51
H -3.61 9.18 -0.84
H -5.68 8.39 0.26
H -5.61 6.41 1.75
H -3.48 5.24 2.13
H -5.25 4.47 -1.83
H -7.15 4.69 -0.27
H -7.00 3.73 2.00
H -4.94 2.55 2.72
H -3.05 2.33 1.16
H -2.16 3.06 -4.44
H -1.92 4.91 -6.07
H -2.26 7.25 -5.35
H -2.86 7.75 -3.00
H -3.10 5.90 -1.39
C 2.22 2.01 2.37
O 2.70 1.84 1.00
C 1.88 1.64 0.01
O 2.12 0.91 -0.93
H 3.04 1.66 2.98
H 1.35 1.37 2.52
H 1.98 3.05 2.56
```

Properties
HOMO-LUMO gap: 6.95 eV

Löwdin atomic charge list, values in e, 8 entries: Pt 1.24; C -0.06; O -0.08; C -0.20; C 0.00; C -0.09; C -0.06; C -0.14

***

The winner here is two, beating the second structure by 44.8 kJ/mol.

***

## one
2 unconnected molecules or ions with the total composition C6H14S. Source: the OMol25 dataset; level of theory: ωB97M-V/def2-TZVPD.

Geometry as XYZ:
```
21
C6H14S | the OMol25 dataset | ωB97M-V/def2-TZVPD
C 2.25 -0.55 -0.62
C -0.68 -0.82 -0.15
C -0.46 -2.05 -0.59
C -1.81 -0.24 1.87
C 0.56 1.36 -1.54
C -1.93 -0.20 0.33
S 0.93 0.28 -0.05
H 2.45 -0.93 -1.62
H 2.82 -1.01 0.22
H -1.19 -2.76 -0.43
H 0.40 -2.45 -1.05
H 2.97 2.88 1.27
H -1.10 0.47 2.11
H -1.59 -1.35 2.30
H -2.65 0.27 2.29
H -0.39 1.68 -1.47
H 1.16 2.19 -1.57
H 0.72 0.79 -2.56
H -2.73 -0.97 0.16
H -1.96 0.71 -0.13
H 2.24 2.68 1.20
```

Properties
HOMO-LUMO gap: 7.83 eV

Löwdin atomic charge list, values in e, 8 entries: C -0.46; C -0.46; C 0.01; C -0.10; C -0.24; C -0.25; S 0.89; H 0.00

***

## two
A molecular structure, C6H14S. Source: the OMol25 dataset; level of theory: ωB97M-V/def2-TZVPD.

Geometry as XYZ:
```
21
C6H14S | the OMol25 dataset | ωB97M-V/def2-TZVPD
C -1.87 -0.54 -0.06
C 0.75 -0.53 0.29
C 1.92 -0.07 -0.13
C -0.71 1.83 2.98
C -0.60 -0.60 -2.50
C 0.15 1.89 1.99
S -0.37 -1.29 -0.78
H -2.75 -0.98 -0.52
H -1.84 -0.77 1.00
H 2.27 0.00 -1.16
H 2.54 -2.64 -1.23
H 2.62 0.33 0.60
H -1.86 0.54 -0.20
H -1.19 0.90 3.26
H -0.99 2.68 3.58
H -0.67 0.48 -2.45
H 0.28 -0.90 -3.07
H -1.49 -1.04 -2.93
H 0.40 1.00 1.42
H 0.63 2.81 1.71
H 2.76 -3.11 -1.81
```

Properties
HOMO-LUMO gap: 8.35 eV

Löwdin atomic charge list, values in e, 8 entries: C -0.28; C -0.50; C -0.18; C -0.08; C -0.26; C -0.08; S 0.90; H 0.05

***

The winner here is two, beating the second structure by 6.1 kJ/mol.

***

## one
2 unconnected molecules or ions with the total composition C4H10NO2. Source: the OMol25 dataset; level of theory: ωB97M-V/def2-TZVPD.

Geometry as XYZ:
```
17
C4H10NO2 | the OMol25 dataset | ωB97M-V/def2-TZVPD
O -1.47 2.87 -2.14
C -1.89 1.91 -1.53
C -1.02 1.00 -0.70
N -1.80 0.09 0.12
H -2.97 1.68 -1.51
H -0.42 0.40 -1.40
H -0.29 1.66 -0.20
H -1.05 -0.81 0.31
H -1.90 0.53 1.04
C 1.04 -1.46 1.15
O -0.07 -1.75 0.40
C 2.20 -0.87 0.36
H 1.37 -2.39 1.65
H 0.79 -0.72 1.95
H 3.09 -0.80 1.00
H 1.98 0.15 0.02
H 2.40 -1.50 -0.51
```

Properties
HOMO-LUMO gap: 7.29 eV
net charge: -1

Löwdin atomic charge list, values in e, 8 entries: O -0.01; C -0.29; C -0.31; N -0.08; H 0.10; H 0.11; H 0.11; H 0.00

***

## two
A gas-phase ion, C4H10NO2 (charge -1). Source: the OMol25 dataset; level of theory: ωB97M-V/def2-TZVPD.

Geometry as XYZ:
```
17
C4H10NO2 | the OMol25 dataset | ωB97M-V/def2-TZVPD
C 0.77 0.02 -0.46
C 0.46 1.57 -0.35
C -0.44 1.69 0.88
O -1.59 0.83 0.91
N -0.29 -0.74 -0.98
C -0.30 -2.10 -0.75
O 0.09 -2.44 0.75
H 1.79 -0.02 -1.01
H 1.16 -0.14 0.57
H 1.41 2.06 -0.09
H 0.13 1.98 -1.32
H 0.14 1.26 1.73
H -0.65 2.71 1.24
H -1.43 0.23 0.11
H 0.32 -2.76 -1.39
H -1.28 -2.53 -0.94
H -0.28 -1.62 1.10
```

Properties
HOMO-LUMO gap: 6.70 eV
net charge: -1

Löwdin atomic charge list, values in e, 8 entries: C -0.39; C -0.20; C -0.31; O -0.15; N -0.16; C -0.35; O -0.19; H 0.09

***

The winner here is one, beating the second structure by 82.2 kJ/mol.

***

## one
A molecular structure, C3H9O3. Source: the OMol25 dataset; level of theory: ωB97M-V/def2-TZVPD.

Geometry as XYZ:
```
15
C3H9O3 | the OMol25 dataset | ωB97M-V/def2-TZVPD
C -0.90 -0.30 0.77
C 0.50 -0.41 0.07
O 1.38 0.45 -0.87
C -2.21 -0.49 -0.10
O -3.34 -0.71 0.51
H -1.00 0.63 1.38
H -1.06 -1.11 1.49
H 1.23 -0.59 0.85
H 0.51 -1.38 -0.47
H 0.29 0.84 -0.71
H -2.05 0.47 -0.78
H -2.02 -1.35 -0.90
H 3.20 1.49 0.50
H 2.65 0.75 -0.76
O 3.66 1.24 -0.30
```

Properties
HOMO-LUMO gap: 6.68 eV
net charge: -1

Löwdin atomic charge list, values in e, 8 entries: C -0.21; C -0.23; O -0.18; C -0.63; O -0.31; H 0.10; H 0.10; H 0.10

***

## two
2 unconnected molecules or ions with the total composition C3H9O3. Source: the OMol25 dataset; level of theory: ωB97M-V/def2-TZVPD.

Geometry as XYZ:
```
15
C3H9O3 | the OMol25 dataset | ωB97M-V/def2-TZVPD
C 0.39 -1.23 0.13
C 1.88 -1.50 0.12
O 2.48 -1.54 -1.19
C -0.43 -1.54 1.41
O -1.77 -1.61 1.24
H 0.21 -0.29 -0.39
H -0.16 -1.93 -0.56
H 2.03 -2.38 0.76
H 2.53 -0.67 0.45
H 1.89 -1.93 -1.84
H -0.20 -0.80 2.21
H 0.10 -2.41 1.89
H -3.41 5.80 -2.05
H -2.72 5.74 -0.69
O -2.80 6.29 -1.47
```

Properties
HOMO-LUMO gap: 5.08 eV
net charge: -1

Löwdin atomic charge list, values in e, 8 entries: C -0.22; C -0.30; O -0.12; C -0.59; O -0.38; H 0.10; H 0.11; H 0.10

***

The winner here is two, beating the second structure by 288.6 kJ/mol.